1.
62
Properties=species:S:1:pos:R:3:nbo_charge:R:1 method="wB97M-V/def2-TZVPD" fmax_ev_per_a=0.3 total_charge=0 e_tot_ha=-3371.5892
Be -0.8725 1.2175 -0.4979 1.455
O -0.2148 0.8376 1.0831 -0.799
C -0.3935 1.8797 2.0394 -0.100
C -0.3490 3.1364 1.2099 0.209
C -0.0765 4.4015 1.6920 -0.239
C -0.0284 5.4467 0.7821 -0.129
C -0.2346 5.1977 -0.5667 -0.248
C -0.5015 3.9022 -0.9682 0.090
N -0.5684 2.9056 -0.0845 -0.620
H -0.2998 -0.0589 1.4344 0.546
H 0.4065 1.8599 2.7804 0.206
H -1.3595 1.7772 2.5418 0.212
H 0.1068 4.5629 2.7455 0.232
H 0.1817 6.4521 1.1225 0.230
H -0.1832 5.9890 -1.3001 0.238
H -0.6639 3.6189 -2.0004 0.244
S -3.5748 -2.6005 -5.4820 -0.099
C -2.9330 -1.6671 -4.2885 -0.572
S -3.8088 -1.1728 -2.8848 0.475
C -2.5400 -0.2490 -2.1276 -0.394
C -1.3723 -0.1928 -2.7976 -0.421
S 0.0358 0.6586 -2.1998 -0.484
S -1.3158 -1.0605 -4.3075 0.472
S -2.7928 0.5263 -0.5723 -0.500
C 2.9735 -2.7921 2.8228 -0.615
C 3.4586 -1.7826 1.7790 -0.309
C 3.6179 -0.4252 2.4824 -0.616
C 4.8335 -2.2021 1.2572 -0.624
P 2.1157 -1.5237 0.4780 0.823
C 3.0381 -0.5286 -0.7521 -0.357
C 3.7545 -0.9949 -1.8518 -0.145
C 4.3957 -0.1160 -2.7133 -0.230
C 4.3492 1.2507 -2.4828 -0.192
C 3.6466 1.7348 -1.3893 -0.221
C 2.9900 0.8522 -0.5465 -0.204
C 1.6720 -3.1679 -0.3146 -0.327
C 2.7828 -4.1964 -0.5390 -0.612
C 0.9641 -2.8524 -1.6423 -0.619
C 0.6062 -3.8096 0.5923 -0.612
H 3.6550 -2.7799 3.6781 0.209
H 2.9524 -3.8102 2.4356 0.209
H 1.9736 -2.5473 3.1905 0.210
H 4.2132 -0.5577 3.3902 0.209
H 2.6516 -0.0016 2.7689 0.200
H 4.1333 0.2985 1.8497 0.220
H 5.5559 -2.1761 2.0797 0.206
H 5.1928 -1.5245 0.4818 0.220
H 4.8348 -3.2131 0.8537 0.213
H 3.8144 -2.0542 -2.0557 0.201
H 4.9342 -0.5024 -3.5693 0.215
H 4.8488 1.9340 -3.1574 0.213
H 3.5939 2.8007 -1.2031 0.209
H 2.4011 1.2385 0.2792 0.208
H 3.6054 -3.8215 -1.1463 0.205
H 2.3607 -5.0620 -1.0579 0.212
H 3.2016 -4.5568 0.4007 0.203
H 1.5713 -2.2760 -2.3379 0.222
H 0.0469 -2.2846 -1.4738 0.226
H 0.6921 -3.7947 -2.1261 0.213
H 0.9918 -4.0906 1.5714 0.207
H 0.2307 -4.7165 0.1103 0.214
H -0.2406 -3.1356 0.7353 0.215

2.
92
Properties=species:S:1:pos:R:3:mulliken_spin:R:1 method="wB97M-V/def2-TZVPD" fmax_ev_per_a=0.9 multiplicity=4 total_charge=+1 e_tot_ha=-4375.3211
V 0.6448 -0.2748 -0.2792 2.946
C -0.4139 -2.4010 1.7620 0.033
C 1.0773 -2.3123 1.9929 0.006
N 1.7737 -1.9330 0.7492 0.027
C 1.8967 -3.0313 -0.2302 0.006
C 0.7815 -3.0404 -1.2514 0.093
C 0.3703 -4.1605 -1.9544 -0.005
C -0.5663 -3.9945 -2.9673 0.030
C -1.0572 -2.7318 -3.2692 -0.015
C -0.6136 -1.6580 -2.5134 0.037
C -0.9791 -0.2193 -2.7743 0.069
N -1.0327 0.5734 -1.5171 -0.012
C -2.3458 0.5187 -0.8133 0.135
C -2.3746 -1.2733 0.8674 0.012
N -0.9501 -1.1326 1.2244 -0.029
N 0.2562 -1.8451 -1.5220 -0.209
H -0.9106 -2.6809 2.6956 0.000
H -0.6347 -3.1845 1.0326 -0.001
H 1.4466 -3.2693 2.3754 0.000
H 1.2891 -1.5511 2.7422 -0.003
H 2.7003 -1.5991 0.9861 0.015
H 1.9791 -4.0072 0.2577 0.000
H 2.8224 -2.8636 -0.7867 -0.003
H 0.7801 -5.1347 -1.7243 0.000
H -0.9073 -4.8535 -3.5309 0.001
H -1.7739 -2.5798 -4.0656 -0.001
H -1.9152 -0.1459 -3.3319 0.014
H -0.1736 0.2065 -3.3798 -0.019
H -0.8683 1.5488 -1.7488 0.027
H -4.2685 1.3529 -0.7278 -0.001
H -2.1879 1.0495 0.1264 -0.124
H -2.6578 -2.3239 0.9386 0.002
H -2.9848 -0.7108 1.5821 -0.006
H -0.8932 -0.4200 1.9512 -0.024
F -0.7862 5.4817 2.1727 0.000
C -1.6116 4.4490 2.3329 -0.002
F -2.7387 4.6831 1.6712 0.000
F -1.8735 4.2808 3.6167 0.000
S -0.8593 2.9259 1.6292 0.060
O -0.5565 3.2464 0.2529 0.016
O -1.7995 1.8577 1.8572 0.008
N 0.4333 2.8296 2.5208 -0.006
S 1.0968 1.4472 2.8158 0.000
O 0.4402 0.6048 3.7684 0.000
O 1.5459 0.7733 1.6011 -0.007
C 2.6340 2.0518 3.6312 0.000
F 3.2541 2.9658 2.8826 0.000
F 3.4432 1.0097 3.7914 0.000
F 2.3417 2.5761 4.8060 0.000
N -8.2980 -5.0780 -5.8131 0.000
C -7.6292 -4.3789 -5.1942 0.000
C -6.7878 -3.5078 -4.4170 0.000
C -5.8328 -2.7211 -5.0578 0.000
C -5.0165 -1.8874 -4.3150 0.000
C -5.1625 -1.8475 -2.9353 0.000
C -6.1218 -2.6108 -2.2902 0.000
C -6.9342 -3.4499 -3.0351 0.000
N -4.2988 -0.9865 -2.1702 0.001
C -4.0805 0.3028 -2.6144 0.000
C -3.5318 1.1695 -1.5325 0.004
N -2.6527 -0.8549 -0.4900 0.028
C -3.6731 -1.5216 -1.1439 -0.001
H -5.7317 -2.7688 -6.1331 0.000
H -4.2686 -1.2632 -4.7844 0.000
H -6.2505 -2.5334 -1.2190 0.000
H -7.6916 -4.0493 -2.5490 0.000
H -4.8728 0.6725 -3.2504 0.000
H -3.2484 2.1519 -1.9129 0.000
H -3.8179 -2.5700 -0.9364 0.000
C 1.9408 5.1823 -0.4553 0.000
N 2.2335 4.0167 -1.3348 0.000
C 1.1296 3.7758 -2.3058 0.002
C 2.5328 2.7730 -0.5082 0.047
C 3.0604 1.6645 -1.3729 -0.099
C 4.2651 1.9167 -2.0344 -0.025
C 4.7658 1.0181 -2.9594 0.022
C 4.0409 -0.1398 -3.2040 -0.010
C 2.8692 -0.3895 -2.5005 0.076
C 2.3188 0.4773 -1.5333 -0.143
H 1.6952 6.0430 -1.0720 0.000
H 2.8168 5.3872 0.1546 0.000
H 1.0970 4.9133 0.1783 0.000
H 3.0772 4.2071 -1.8754 0.001
H 0.2187 3.6209 -1.7300 0.001
H 1.3790 2.8947 -2.8911 0.001
H 1.0290 4.6499 -2.9446 0.000
H 1.5888 2.5286 -0.0359 0.004
H 3.2381 3.1044 0.2507 -0.001
H 4.8346 2.8199 -1.8161 0.000
H 5.6974 1.2150 -3.4731 0.002
H 4.3958 -0.8561 -3.9357 -0.001
H 2.3635 -1.3240 -2.7312 0.021

3.
27
Properties=species:S:1:pos:R:3:nbo_charge:R:1 method="wB97M-V/def2-TZVPD" fmax_ev_per_a=6.5 total_charge=0 e_tot_ha=-657.0345
C 3.3151 -1.6787 0.0764 -0.220
C -3.6074 -1.1190 -0.2318 -0.234
C 2.4500 -1.4341 -0.9853 -0.215
C 3.3434 -0.7665 1.1030 -0.212
C -3.7275 0.2810 -0.4382 -0.205
C -2.5520 -1.6799 0.4692 -0.205
C 1.4593 -0.4227 -0.9416 -0.185
C 2.4311 0.3002 1.1218 -0.194
C -2.7406 1.1164 -0.0344 -0.305
C -1.4880 -0.8548 0.8310 -0.315
C 1.4331 0.5026 0.1634 -0.158
C -1.5683 0.4896 0.4604 0.027
C 0.5646 1.7149 0.1942 0.639
N 0.2824 2.5186 -0.8931 -0.813
F 0.3740 2.4807 1.3280 -0.353
H 4.1308 -2.4192 0.0097 0.222
H -4.3083 -1.8181 -0.7100 0.207
H 2.6812 -2.0291 -1.9429 0.225
H 4.0580 -0.8046 1.9523 0.223
H -4.5499 0.8023 -0.9242 0.209
H -2.4939 -2.7318 0.4263 0.208
H 0.6853 -0.2395 -1.7633 0.238
H 2.3001 0.9793 2.0452 0.226
H -2.8455 2.1139 -0.2941 0.207
H -0.5986 -1.2979 1.1229 0.213
H -0.1013 3.2948 -0.5697 0.381
H 1.0729 2.7017 -1.5751 0.387

4.
10
Properties=species:S:1:pos:R:3:nbo_charge:R:1 method="wB97M-V/def2-TZVPD" fmax_ev_per_a=7.8 total_charge=0 e_tot_ha=-355.5529 smiles="O=Cn1cnnc1"
O 2.3912 0.4581 -0.0503 -0.504
C 1.4689 -0.2531 0.0520 0.545
N 0.1605 0.0061 0.0424 -0.459
C -0.6228 1.1775 0.1519 0.173
N -1.8078 0.9560 -0.0341 -0.257
N -2.0358 -0.4642 -0.0959 -0.258
C -0.8011 -0.9222 0.0808 0.201
H 1.7803 -1.2686 -0.2116 0.126
H -0.1168 2.2054 -0.1284 0.231
H -0.4166 -1.8950 0.1931 0.202

5.
6
Properties=species:S:1:pos:R:3:nbo_charge:R:1 method="wB97M-V/def2-TZVPD" fmax_ev_per_a=2.2 total_charge=0 e_tot_ha=-152.8483 smiles=O.O
O -4.2152 0.9438 0.3100 -0.938
H -4.7563 0.2138 -0.0673 0.458
H -4.7464 1.2809 1.0666 0.460
O -4.0445 1.8491 2.5202 -0.920
H -4.1534 1.6632 3.4803 0.482
H -4.8658 2.3275 2.2654 0.459

6.
9
Properties=species:S:1:pos:R:3:nbo_charge:R:1 method="wB97M-V/def2-TZVPD" fmax_ev_per_a=3.3 total_charge=-1 e_tot_ha=-1079.0240
C 0.4125 1.6100 -0.3126 0.775
C -0.2636 0.2427 -0.0350 -0.379
N -1.6800 0.5227 -0.1631 -0.671
O 1.4973 1.6483 -0.9129 -0.701
O -0.3590 2.6052 -0.0179 -0.719
S -1.9637 1.8985 0.9456 0.369
S -2.7780 -0.0459 1.0580 -0.075
H 0.2445 -0.4138 -0.8449 0.209
H -0.0081 0.0415 0.9431 0.192

7.
13
Properties=species:S:1:pos:R:3:nbo_charge:R:1 method="wB97M-V/def2-TZVPD" fmax_ev_per_a=1.2 total_charge=+1 e_tot_ha=-248.8203
C -1.2924 1.0831 -2.8031 0.150
N -1.0178 0.3332 -1.8244 -0.564
H -0.8483 2.0732 -2.8492 0.228
H -1.9630 0.8151 -3.6082 0.233
H -1.3902 -0.6095 -1.7486 0.439
H -0.3428 0.5950 -1.0895 0.479
O 0.5131 0.1370 0.3582 -0.633
C 0.7106 0.0753 1.5537 0.508
C 1.1526 -1.1283 2.2808 -0.742
H 0.6004 0.9379 2.1732 0.132
H 1.0992 -2.0498 1.7135 0.242
H 0.6028 -1.3009 3.2053 0.259
H 2.1759 -0.9614 2.6383 0.269

8.
71
Properties=species:S:1:pos:R:3:lowdin_charge:R:1 method="wB97M-V/def2-TZVPD" fmax_ev_per_a=0.1 total_charge=0 e_tot_ha=-5418.8103
K 0.3315 -0.2210 0.0010 0.491
C 2.5743 1.6827 -2.4666 -0.109
O 1.8440 0.4949 -2.2779 -0.258
C 1.8730 -0.3506 -3.4054 -0.199
C 1.1444 -1.6279 -3.0497 -0.176
O -0.1768 -1.3801 -2.5915 -0.183
C -1.1109 -1.0944 -3.5992 -0.192
C -2.4235 -0.8157 -2.9175 -0.177
O -2.2952 0.3884 -2.1775 -0.234
C -3.2719 0.5233 -1.1622 -0.087
H 3.6279 1.4720 -2.6785 0.095
H 2.5103 2.2553 -1.5427 0.082
H 2.1568 2.2756 -3.2910 0.089
H 2.9079 -0.6006 -3.6752 0.137
H 1.4225 0.1617 -4.2685 0.122
H 1.6498 -2.1100 -2.2125 0.087
H 1.1343 -2.3090 -3.9090 0.137
H -1.2261 -1.9503 -4.2777 0.137
H -0.8120 -0.2235 -4.1978 0.129
H -2.6543 -1.6427 -2.2373 0.136
H -3.2323 -0.7281 -3.6530 0.134
H -3.2576 -0.3576 -0.5132 0.070
H -4.2747 0.6412 -1.5870 0.099
H -3.0113 1.4013 -0.5728 0.077
C 0.1600 0.4482 4.1042 -0.527
C -1.3559 0.6169 4.0707 -0.502
S -2.0699 0.7895 2.4090 0.843
C -3.4193 -0.4100 2.5107 -0.544
C -3.0282 -1.8764 2.6958 -0.523
S -1.8057 -2.4841 1.5053 0.831
C -0.5521 -3.2240 2.5882 -0.525
C 0.0247 -2.3565 3.7034 -0.500
S 0.8808 -0.8754 3.1073 0.850
H 0.6387 1.3418 3.7037 0.050
H 0.4707 0.3415 5.1460 0.081
H -1.8487 -0.2274 4.5526 0.059
H -1.6107 1.5029 4.6545 0.077
H -4.1057 -0.1235 3.3110 0.080
H -3.9679 -0.2839 1.5759 0.050
H -2.6340 -2.0372 3.6981 0.056
H -3.9316 -2.4849 2.6218 0.074
H -0.9551 -4.1419 3.0202 0.083
H 0.2376 -3.5111 1.8931 0.020
H -0.7430 -2.0545 4.4152 0.056
H 0.7364 -2.9704 4.2584 0.080
Cl 0.8551 -4.4974 -0.5738 0.610
C 2.2989 -3.7025 0.0936 -0.711
C 2.2932 -2.3270 0.1712 -0.239
C 3.4634 -1.7908 0.6678 -0.702
Cl 3.5752 -0.0217 0.7806 0.607
C 4.5676 -2.5268 1.0864 -0.714
Cl 5.9956 -1.7708 1.6996 0.647
C 4.5018 -3.9178 0.9998 -0.714
Cl 5.8401 -4.8825 1.5110 0.649
C 3.3528 -4.5224 0.4934 -0.716
Cl 3.2702 -6.2464 0.3795 0.643
C -0.6196 5.8130 -1.8020 -0.034
N -0.2415 4.6425 -1.0475 -0.098
C 0.1616 4.6727 0.3443 -0.032
C 0.1112 3.1810 0.7005 -0.486
O 0.4711 2.7165 1.7604 0.036
N -0.3890 2.4844 -0.3688 0.130
C -0.6038 3.3675 -1.3309 -0.415
N -1.1283 3.0119 -2.5060 0.228
H 0.0211 6.6425 -1.5096 0.094
H -1.6615 6.1026 -1.6325 0.096
H -0.4609 5.6476 -2.8678 0.084
H -0.5391 5.2331 0.9689 0.138
H 1.1655 5.0754 0.4812 0.136
H -1.4617 2.0545 -2.5925 0.088
H -1.3903 3.6966 -3.1894 0.101